[1]
{"formula": "C59H55GeI5N7Ti", "method": "ωB97M-V with the def2-TZVPD basis set", "homo_energy_ev": -9.636, "relative_energy_kcal_mol": 13.7, "largest_force_ev_per_a": 2.4, "total_charge": 1, "e_tot_ev": -192637.1214, "lumo_ev": -4.3, "species": ["Ti", "I", "C", "C", "C", "C", "C", "C", "C", "C", "C", "C", "C", "C", "C", "C", "C", "C", "I", "C", "C", "C", "N", "C", "C", "C", "C", "C", "C", "I", "C", "C", "C", "C", "C", "C", "N", "C", "C", "C", "C", "C", "N", "C", "C", "C", "C", "I", "C", "C", "C", "C", "N", "H", "H", "H", "H", "H", "H", "H", "H", "H", "H", "H", "H", "H", "H", "H", "H", "H", "H", "H", "H", "H", "H", "H", "H", "N", "C", "C", "N", "H", "H", "H", "H", "H", "H", "H", "H", "C", "C", "C", "C", "Ge", "C", "C", "C", "C", "H", "H", "H", "H", "H", "H", "H", "H", "H", "H", "H", "H", "H", "H", "H", "H", "H", "H", "H", "I", "C", "C", "C", "C", "N", "C", "H", "H", "H", "H"], "coordinates": [[1.08932, -0.25898, 0.03583], [1.83080, 0.75813, -9.67726], [1.38388, 0.60483, -7.61325], [2.38137, 0.85680, -6.68501], [2.09449, 0.74446, -5.34188], [0.82037, 0.38460, -4.90108], [-0.17243, 0.15840, -5.84813], [0.10832, 0.25874, -7.19928], [0.66265, 0.21455, -3.44584], [0.30584, -1.00613, -2.90975], [-0.16068, -2.10223, -3.70939], [-0.41102, -3.12534, -2.86711], [-0.03061, -2.68678, -1.55070], [0.16167, -3.58983, -0.51423], [-0.33206, -4.96538, -0.73224], [0.53389, -6.05509, -0.78806], [0.05134, -7.32323, -1.05779], [-1.30145, -7.50520, -1.29266], [-2.05137, -9.43488, -1.73497], [-2.17492, -6.43107, -1.26381], [-1.68768, -5.17196, -0.98055], [0.94362, -3.28849, 0.61099], [1.59143, -2.08779, 0.83803], [2.38011, -2.31323, 1.94746], [3.30385, -1.42635, 2.51140], [4.22602, -1.91764, 3.56244], [3.97031, -1.69090, 4.90867], [4.88735, -2.07519, 5.86980], [6.07248, -2.67590, 5.48119], [7.52867, -3.16514, 6.94327], [6.33266, -2.92842, 4.14415], [5.40713, -2.54907, 3.19067], [3.48865, -0.12497, 2.08639], [4.54343, 0.73367, 2.55891], [4.42902, 1.89735, 1.88240], [3.31799, 1.74608, 0.98399], [2.72835, 0.50788, 1.13716], [2.97932, 2.68121, 0.02033], [2.13971, 2.39248, -1.07265], [1.85351, 3.31569, -2.11017], [1.22147, 2.61142, -3.09626], [1.11487, 1.27615, -2.63671], [1.60870, 1.15491, -1.36665], [3.69073, 3.97770, -0.02725], [3.45011, 5.00373, 0.87903], [4.06626, 6.23416, 0.72134], [4.95198, 6.42786, -0.32545], [5.86303, 8.31412, -0.60734], [5.24033, 5.39892, -1.20650], [4.60879, 4.18211, -1.05444], [2.19092, -3.63213, 2.43667], [1.28076, -4.23355, 1.61584], [0.35899, -1.36282, -1.57357], [3.37347, 1.13422, -7.00314], [2.86780, 0.91573, -4.60911], [-1.17745, -0.08139, -5.53351], [-0.66714, 0.06593, -7.92410], [-0.25793, -2.08785, -4.77593], [-0.75649, -4.10847, -3.11577], [1.59603, -5.91322, -0.65388], [0.72925, -8.16209, -1.09684], [-3.22396, -6.57157, -1.47034], [-2.37422, -4.33990, -0.94795], [3.05754, -1.19711, 5.20510], [4.68771, -1.89755, 6.91487], [7.25236, -3.40562, 3.84295], [5.61706, -2.71942, 2.14563], [5.29093, 0.46598, 3.28001], [5.05203, 2.76832, 1.94490], [2.10465, 4.35674, -2.09545], [0.85400, 2.96548, -4.03776], [2.75602, 4.85643, 1.69582], [3.85258, 7.04094, 1.40605], [5.94240, 5.54592, -2.01171], [4.81261, 3.37830, -1.74528], [2.70285, -4.05684, 3.27872], [0.88778, -5.22830, 1.70001], [-2.25872, 1.03628, 0.60558], [-2.07550, 2.47996, 0.69014], [-0.62761, 2.79089, 0.33395], [0.23559, 1.80379, 1.00391], [-1.93253, 0.72558, -0.31904], [-3.25011, 0.82507, 0.65547], [-2.28714, 2.79925, 1.71736], [-2.73973, 3.02916, 0.01126], [-0.38071, 3.81711, 0.64192], [-0.48852, 2.71338, -0.74899], [-0.14626, 1.67501, 1.94302], [1.15205, 2.23760, 1.12304], [-3.20509, 1.27386, 5.76256], [-2.89787, -0.10685, 5.19996], [-1.40709, -0.32973, 4.94570], [-0.92659, 0.26385, 3.62331], [-1.03540, -1.05911, 2.02938], [-2.93637, -1.88193, 1.85165], [-3.27136, -2.77725, 3.04590], [-3.66467, -4.19473, 2.63018], [-2.43694, -5.00685, 2.24062], [-4.26994, 1.37170, 5.94993], [-2.91637, 2.06167, 5.07335], [-2.68007, 1.42569, 6.70143], [-3.44229, -0.24681, 4.26636], [-3.25229, -0.84764, 5.91600], [-1.17586, -1.39753, 4.96896], [-0.84141, 0.12875, 5.76088], [0.13502, 0.52349, 3.70942], [-1.49122, 1.17226, 3.41512], [-0.37814, -2.30523, 2.77180], [-2.97263, -2.46084, 0.92964], [-3.66264, -1.07818, 1.75266], [-4.07962, -2.32498, 3.62061], [-2.41142, -2.86257, 3.71895], [-4.37771, -4.15829, 1.80323], [-4.16018, -4.68015, 3.47268], [-1.84000, -4.46486, 1.50874], [-2.72186, -5.96939, 1.82243], [-1.81576, -5.18377, 3.11604], [-4.80516, -3.07939, -2.72166], [-3.81954, -1.22722, -2.87380], [-4.20480, -0.28143, -3.81177], [-3.50244, 0.91318, -3.86797], [-2.46097, 1.11434, -2.97624], [-2.11769, 0.21647, -2.06334], [-2.77668, -0.92920, -2.01240], [-5.04357, -0.45921, -4.46871], [-3.77463, 1.67419, -4.58133], [-1.88375, 2.02896, -2.96750], [-2.46283, -1.61622, -1.23861]]}

***

[2]
{"formula": "C59H61KN8O3S2Si", "method": "ωB97M-V with the def2-TZVPD basis set", "homo_energy_ev": [-1.305, -1.314], "relative_energy_kcal_mol": 28.7, "largest_force_ev_per_a": 2.1, "total_charge": -2, "e_tot_ev": -126117.1250, "lumo_ev": [3.7, 3.7], "species": ["K", "C", "C", "C", "C", "C", "C", "C", "C", "C", "C", "C", "C", "C", "C", "C", "C", "C", "C", "C", "N", "C", "C", "C", "C", "C", "C", "C", "C", "C", "C", "C", "C", "N", "C", "C", "C", "C", "C", "N", "C", "C", "C", "C", "C", "C", "C", "C", "N", "H", "H", "H", "H", "H", "H", "H", "H", "H", "H", "H", "H", "H", "H", "H", "H", "H", "H", "H", "H", "H", "H", "H", "H", "H", "H", "H", "H", "C", "C", "N", "N", "C", "S", "N", "N", "H", "H", "H", "H", "H", "H", "C", "C", "C", "C", "O", "Si", "S", "O", "C", "C", "C", "C", "O", "C", "C", "C", "C", "H", "H", "H", "H", "H", "H", "H", "H", "H", "H", "H", "H", "H", "H", "H", "H", "H", "H", "H", "H", "H", "H", "H", "H", "H", "H", "H"], "coordinates": [[0.63673, -1.26046, -0.01473], [7.15699, 1.94806, 2.27004], [6.07215, 2.43044, 1.55000], [5.07427, 1.56824, 1.12672], [5.13264, 0.19613, 1.40313], [6.24362, -0.27504, 2.10824], [7.23766, 0.58941, 2.54303], [4.03928, -0.69401, 0.93748], [3.80486, -0.69979, -0.45187], [4.75256, -0.13944, -1.42411], [4.30263, -0.48720, -2.64535], [3.04476, -1.21402, -2.43463], [2.12511, -1.59094, -3.42035], [2.51255, -1.75347, -4.82419], [1.57856, -1.84765, -5.87709], [1.96889, -2.00351, -7.19511], [3.31051, -2.12287, -7.53330], [4.24584, -2.13280, -6.50834], [3.85679, -1.97048, -5.19114], [0.72772, -1.76216, -3.02783], [0.30892, -2.51353, -2.02504], [-1.04498, -2.30884, -1.90069], [-1.86071, -2.86326, -0.91971], [-3.32867, -2.64816, -1.07468], [-3.85986, -1.37760, -0.85268], [-5.21712, -1.14823, -1.01800], [-6.06262, -2.18352, -1.39502], [-5.54295, -3.45337, -1.60109], [-4.18284, -3.68364, -1.44225], [-1.42941, -3.49562, 0.27606], [-2.25637, -4.25104, 1.19282], [-1.45401, -4.58381, 2.24069], [-0.17147, -3.96060, 1.98148], [-0.19113, -3.35938, 0.78017], [0.91378, -3.85455, 2.88629], [2.00739, -3.00149, 2.72993], [2.93280, -2.66057, 3.79465], [3.75761, -1.70590, 3.29525], [3.36877, -1.51235, 1.89977], [2.30175, -2.27334, 1.61899], [0.86684, -4.67943, 4.12095], [-0.08841, -4.48453, 5.11681], [-0.12378, -5.30668, 6.23415], [0.79535, -6.33697, 6.37718], [1.76333, -6.52914, 5.40077], [1.79905, -5.70522, 4.28617], [-1.48862, -1.37552, -2.91964], [-0.38159, -1.02394, -3.61602], [2.79755, -1.30375, -1.10666], [7.92995, 2.62346, 2.61706], [5.99861, 3.48819, 1.32449], [4.21788, 1.94837, 0.58280], [6.32794, -1.33804, 2.29490], [8.08805, 0.19538, 3.08826], [5.65738, 0.40172, -1.19547], [4.73812, -0.19677, -3.58768], [0.52433, -1.81310, -5.65746], [1.21146, -2.04563, -7.96960], [3.61371, -2.24392, -8.56644], [5.29383, -2.28915, -6.73973], [4.60442, -2.05569, -4.41696], [-3.19370, -0.56845, -0.56745], [-5.61457, -0.15249, -0.85926], [-7.12233, -2.00090, -1.53308], [-6.19859, -4.26700, -1.89042], [-3.77002, -4.67028, -1.61808], [-3.29669, -4.50569, 1.05834], [-1.72009, -5.15791, 3.11447], [2.92541, -3.05666, 4.79987], [4.54906, -1.20365, 3.82891], [-0.79683, -3.67064, 5.00946], [-0.87424, -5.14447, 6.99922], [0.76208, -6.98340, 7.24651], [2.48829, -7.32813, 5.50414], [2.54778, -5.85098, 3.51734], [-2.49091, -1.00001, -3.04886], [-0.29947, -0.26023, -4.37405], [3.37564, 1.86669, 4.33795], [2.23961, 0.94567, 4.57243], [1.94139, 0.36736, 5.68970], [0.80565, -0.34309, 5.39833], [0.38960, -0.22058, 4.11795], [-0.94844, -0.88180, 3.41148], [1.33640, 0.61608, 3.58680], [1.39760, 1.11757, 2.29566], [3.71157, 2.28404, 5.28449], [3.05445, 2.65227, 3.65565], [4.19970, 1.33365, 3.86354], [0.37909, -0.92640, 6.09021], [1.98113, 0.50222, 1.72475], [0.46518, 1.14465, 1.86726], [-2.74830, 2.06368, -4.23892], [-3.83029, 2.28995, -3.17776], [-5.00745, 1.35259, -3.45053], [-4.31761, 3.74346, -3.22367], [-3.34922, 1.94474, -1.88971], [-2.20856, 2.61018, -0.88729], [-1.05433, 1.19934, 0.01333], [-1.39391, 3.69842, -1.84926], [-0.52269, 4.77547, -1.52241], [-1.35913, 6.03828, -1.26841], [0.36284, 4.49231, -0.30618], [0.36842, 4.97807, -2.74893], [-3.03338, 3.62069, 0.15590], [-4.00760, 3.40306, 1.16512], [-5.36023, 3.85331, 0.59995], [-4.13008, 1.95565, 1.63948], [-3.61928, 4.29305, 2.34810], [-3.11918, 2.34154, -5.22846], [-2.45663, 1.01245, -4.24734], [-1.87278, 2.66064, -3.99177], [-5.36796, 1.47913, -4.47408], [-5.82618, 1.55923, -2.75703], [-4.69344, 0.31729, -3.30788], [-4.75028, 3.96738, -4.20191], [-3.47881, 4.41216, -3.03829], [-5.07317, 3.91361, -2.45305], [-2.11151, 5.80296, -0.51799], [-1.86492, 6.34856, -2.18677], [-0.73099, 6.85926, -0.91374], [-0.24645, 4.41511, 0.59532], [1.09413, 5.29512, -0.18283], [0.87825, 3.54166, -0.43436], [-0.24264, 5.18879, -3.62972], [0.94019, 4.06703, -2.93374], [1.05939, 5.80813, -2.58628], [-5.58507, 3.26897, -0.29497], [-5.32781, 4.91134, 0.32796], [-6.15511, 3.69861, 1.33341], [-4.43113, 1.31355, 0.80953], [-4.87748, 1.88666, 2.43367], [-3.17733, 1.58306, 2.00894], [-3.51552, 5.32896, 2.01672], [-2.66289, 3.95797, 2.75308], [-4.37603, 4.24187, 3.13413]]}